C45H105N5O20 | wB97M-V/def2-TZVPD

Results
- SMILES string: COCCOCCOC.COCCOCCOC.COCCOCCOC.COCCOCCOC.COCCOCCOC.CN(C)C=O.CN(C)C=O.CN(C)C=O.CN(C)C=O.CN(C)C=O
- E_LUMO: 0.274 eV
- HOMO energy: -8.84 eV
- Max |F|: 1.553 eV/Å
- Frontier orbital gap: 9.12 eV
- Energy above the lowest of the compared OMol25 structures with the same formula, charge and spin: 0.000 eV
- Total energy: -3555.87434 a.u.

The geometry in XYZ format:
```
175
C45H105N5O20 (wB97M-V/def2-TZVPD)
C 2.837 -33.737 -26.432
O 3.065 -33.434 -27.792
C 2.610 -34.477 -28.646
C 1.244 -34.189 -29.222
O 1.278 -33.053 -30.045
C 0.092 -32.913 -30.788
C 0.159 -31.616 -31.578
O -1.016 -31.534 -32.340
C -1.351 -30.256 -32.806
H 1.752 -33.778 -26.268
H 3.199 -32.915 -25.811
H 3.295 -34.673 -26.103
H 2.616 -35.491 -28.244
H 3.324 -34.427 -29.477
H 0.518 -34.080 -28.399
H 0.945 -35.078 -29.799
H -0.802 -32.982 -30.157
H 0.024 -33.714 -31.542
H 1.058 -31.646 -32.210
H 0.290 -30.752 -30.911
H -1.126 -29.468 -32.072
H -2.426 -30.233 -32.976
H -0.808 -30.002 -33.723
C -0.988 -29.959 -27.987
O -0.390 -30.095 -26.719
C -0.282 -31.454 -26.303
C 0.338 -31.462 -24.933
O 0.079 -32.783 -24.462
C 0.698 -33.152 -23.254
C 0.316 -34.556 -22.906
O 1.032 -35.480 -23.692
C 1.005 -36.762 -23.126
H -1.353 -28.938 -28.038
H -1.818 -30.670 -28.117
H -0.278 -30.202 -28.787
H 0.379 -31.960 -27.020
H -1.272 -31.919 -26.318
H -0.107 -30.690 -24.299
H 1.431 -31.392 -24.970
H 0.418 -32.455 -22.450
H 1.790 -33.039 -23.371
H -0.762 -34.675 -23.060
H 0.561 -34.717 -21.848
H 1.584 -37.423 -23.779
H 0.001 -37.201 -23.067
H 1.472 -36.794 -22.134
C 3.423 -38.831 -20.612
O 4.843 -38.783 -20.606
C 5.428 -39.345 -19.449
C 6.571 -40.267 -19.784
O 7.693 -39.689 -20.386
C 8.415 -38.770 -19.593
C 8.851 -39.292 -18.258
O 9.432 -40.569 -18.424
C 9.742 -41.176 -17.204
H 3.038 -37.958 -20.070
H 3.052 -39.767 -20.194
H 3.078 -38.713 -21.639
H 4.684 -39.886 -18.854
H 5.787 -38.531 -18.803
H 6.224 -41.089 -20.419
H 6.842 -40.830 -18.873
H 7.751 -37.918 -19.352
H 9.219 -38.353 -20.192
H 8.033 -39.351 -17.529
H 9.611 -38.610 -17.849
H 10.123 -42.181 -17.372
H 8.853 -41.254 -16.559
H 10.519 -40.639 -16.640
C 14.861 -39.460 -25.202
O 13.509 -39.126 -25.314
C 12.713 -40.254 -25.609
C 11.268 -39.865 -25.766
O 10.778 -39.267 -24.586
C 9.367 -39.171 -24.614
C 8.939 -38.267 -23.476
O 7.568 -38.031 -23.620
C 6.986 -37.192 -22.649
H 15.245 -39.899 -26.135
H 15.034 -40.202 -24.409
H 15.421 -38.558 -24.971
H 12.853 -41.035 -24.849
H 13.050 -40.674 -26.572
H 10.736 -40.804 -25.965
H 11.154 -39.216 -26.640
H 8.991 -40.182 -24.409
H 8.945 -38.769 -25.541
H 9.523 -37.332 -23.458
H 9.132 -38.746 -22.505
H 7.588 -36.282 -22.510
H 6.955 -37.706 -21.687
H 5.984 -36.952 -22.992
C 5.300 -43.787 -30.958
O 5.944 -44.060 -29.750
C 5.590 -43.198 -28.718
C 5.989 -43.838 -27.400
O 5.973 -42.799 -26.419
C 6.474 -43.149 -25.148
C 7.974 -43.230 -25.022
O 8.481 -44.334 -25.741
C 9.886 -44.415 -25.636
H 5.418 -42.763 -31.325
H 4.219 -43.999 -30.903
H 5.662 -44.480 -31.719
H 4.506 -42.993 -28.667
H 6.022 -42.190 -28.833
H 6.952 -44.336 -27.461
H 5.187 -44.540 -27.138
H 5.980 -44.044 -24.742
H 6.172 -42.328 -24.483
H 8.254 -43.314 -23.961
H 8.429 -42.314 -25.426
H 10.192 -44.501 -24.587
H 10.363 -43.563 -26.128
H 10.220 -45.305 -26.171
C 7.891 -35.848 -26.566
N 8.218 -36.796 -27.624
C 9.615 -37.105 -27.763
C 7.287 -37.209 -28.503
O 7.508 -37.915 -29.479
H 8.038 -36.304 -25.588
H 6.849 -35.536 -26.652
H 8.497 -34.954 -26.719
H 9.742 -37.971 -28.414
H 10.143 -36.312 -28.304
H 10.070 -37.295 -26.795
H 6.287 -36.822 -28.250
C 2.976 -42.447 -23.151
N 2.212 -43.157 -24.138
C 2.281 -42.649 -25.480
C 1.467 -44.235 -23.779
O 0.663 -44.805 -24.478
H 2.613 -42.641 -22.143
H 2.833 -41.365 -23.257
H 4.055 -42.609 -23.241
H 1.974 -41.600 -25.560
H 3.322 -42.656 -25.831
H 1.660 -43.257 -26.133
H 1.695 -44.558 -22.748
C 4.934 -39.558 -31.597
N 4.241 -38.303 -31.685
C 4.281 -37.531 -30.466
C 3.497 -37.963 -32.763
O 2.887 -36.928 -32.897
H 6.010 -39.385 -31.554
H 4.769 -40.206 -32.463
H 4.612 -40.155 -30.737
H 3.867 -36.534 -30.594
H 3.755 -38.102 -29.701
H 5.301 -37.324 -30.144
H 3.510 -38.733 -33.553
C 4.681 -39.303 -24.395
N 4.752 -38.751 -25.744
C 5.388 -39.634 -26.695
C 4.039 -37.672 -26.130
O 3.848 -37.347 -27.287
H 5.665 -39.229 -23.929
H 4.384 -40.348 -24.477
H 3.975 -38.745 -23.780
H 4.882 -40.600 -26.772
H 5.372 -39.205 -27.696
H 6.412 -39.812 -26.360
H 3.605 -37.130 -25.272
C 8.189 -40.962 -31.009
N 8.950 -41.618 -29.966
C 9.765 -42.755 -30.326
C 8.893 -41.197 -28.695
O 9.490 -41.715 -27.765
H 8.607 -41.161 -31.993
H 8.103 -39.884 -30.873
H 7.164 -41.352 -31.020
H 10.489 -42.505 -31.105
H 10.308 -43.136 -29.468
H 9.129 -43.566 -30.700
H 8.250 -40.304 -28.594
```